Entry 1:
ORCA calculation (wB97M-V/def2-TZVPD) on 4 unconnected molecules or ions with the total composition C9H19ClO12PS3.

Results
Frontier orbital gap in eV: 3.4
Molecular weight in g/mol: 481.87
E_tot in Eh: -3253.232250
LUMO level in eV: 1.306

The geometry in ORCA input format:
```
! RIJCOSX wB97M-V def2-TZVPD def2/J DEFGRID3
* xyz -1 1
C 2.935 -1.908 5.342
C 2.827 -1.245 1.205
H 1.832 -3.116 0.613
C -0.115 0.763 -4.385
O -0.173 -0.600 -2.514
H -1.576 0.885 -2.767
C -5.881 0.770 -4.825
H 3.312 1.724 6.097
S 1.067 -1.146 -3.325
H 5.125 -0.781 6.840
P 3.786 -0.322 4.884
H 3.377 -2.317 6.255
C 1.703 -2.039 0.558
O 0.544 -1.701 1.349
O 0.603 -0.363 3.375
H 0.060 1.455 -2.327
C -6.752 1.218 -3.664
S -4.659 2.583 -3.637
H 0.095 1.758 -4.765
O -0.138 0.693 1.282
H 3.645 -1.031 0.523
O -5.011 1.898 -5.030
O -4.862 3.978 -3.768
O 1.120 0.021 -4.406
H -5.287 -0.109 -4.578
H 1.806 1.073 5.398
C 2.729 0.815 5.927
H -6.430 0.614 -5.749
O 2.178 0.009 1.488
O -3.426 2.086 -3.136
C 5.292 -0.648 5.762
C -0.514 0.744 -2.921
H 3.202 -1.668 2.137
H -7.178 0.398 -3.094
Cl 6.381 0.855 5.683
H 1.538 -1.706 -0.463
H 3.040 -2.663 4.558
H 1.869 -1.729 5.498
S 0.699 -0.235 1.966
H -0.848 0.261 -5.017
H 2.483 0.372 6.898
O 2.265 -1.078 -2.565
O -5.825 1.902 -2.803
O 0.693 -2.381 -3.921
H -7.530 1.913 -3.979
*
```

natural (NBO) charges in e:
1. C -0.93
2. C -0.11
3. H 0.20
4. C -0.10
5. O -0.69
6. H 0.24
7. C -0.10
8. H 0.22
9. S 2.56
10. H 0.15
11. P 0.73
12. H 0.21
13. C -0.10
14. O -0.70
15. O -0.90
16. H 0.21
17. C -0.10
18. S 2.56
19. H 0.21
20. O -0.93
21. H 0.22
22. O -0.69
23. O -0.89
24. O -0.69
25. H 0.20
26. H 0.21
27. C -0.97
28. H 0.21
29. O -0.68
30. O -0.92
31. C -0.95
32. C -0.11
33. H 0.23
34. H 0.22
35. Cl -0.25
36. H 0.20
37. H 0.20
38. H 0.21
39. S 2.56
40. H 0.19
41. H 0.19
42. O -0.91
43. O -0.69
44. O -0.91
45. H 0.20


Entry 2:
ORCA calculation (wB97M-V/def2-TZVPD) on a molecular structure, C42H36ClN6O6PS4Zr.

Results
Frontier orbital gap in eV: 6.8
Energy relative to the best compared isomer or geometry (same formula, charge and spin) in eV: 0.881
Molecular weight in g/mol: 1006.70
E_tot in Eh: -4843.197945
LUMO level in eV: -6.167

The geometry in ORCA input format:
```
! RIJCOSX wB97M-V def2-TZVPD def2/J DEFGRID3
* xyz 2 1
C -2.480 2.751 1.893
C 1.834 -0.659 3.538
H -0.607 0.284 -7.651
H 5.506 -1.874 -2.469
C 0.296 4.502 -0.936
H -2.997 1.978 -0.988
H 0.543 -2.844 3.838
C 3.221 -0.679 3.762
S 1.254 -5.180 1.804
S 1.869 -1.511 -2.648
C -0.559 3.432 -1.168
H 3.190 3.141 -2.039
C -0.886 0.561 -3.799
C -2.208 -2.901 -2.497
H 1.580 -5.807 -0.544
C -0.682 0.361 -6.575
N 2.158 -0.948 1.176
H -0.411 -4.313 3.991
C 1.087 -5.105 0.107
C -0.017 2.551 3.595
C 1.294 2.148 -2.014
H -1.155 -2.859 3.322
C 0.204 -4.134 -0.218
P -1.113 0.791 -1.998
N -1.804 0.755 1.217
H -0.198 -5.744 -2.638
H 1.277 3.128 5.193
C -5.024 2.606 1.625
C 2.282 2.417 2.040
C 1.514 -0.211 5.895
C -3.133 0.792 1.191
H 3.872 -0.859 2.918
H 3.176 2.350 1.433
C 1.644 4.394 -1.234
C 1.348 -0.851 2.169
O 0.035 -0.887 1.947
C 2.365 2.790 3.373
C 2.878 -0.241 6.087
N 1.477 -1.096 -0.046
C -0.063 2.243 -1.696
O -5.176 3.780 1.798
O -2.887 -1.365 0.352
H 0.988 1.858 0.428
H 3.558 -1.967 -4.263
H -0.520 -1.754 -6.253
N -1.400 1.958 1.695
C -3.635 2.035 1.586
H 2.306 5.231 -1.054
C 2.142 3.218 -1.783
H 4.813 -0.496 5.172
O -0.372 -0.344 4.527
C -0.503 -3.916 -1.472
C -2.805 1.486 -1.937
N -1.331 -2.803 -1.512
C 0.978 -0.414 4.624
C -0.733 -0.678 -4.410
H 0.831 -0.027 6.714
H 3.278 -0.082 7.080
H 3.530 -3.209 -2.990
H 4.643 -0.358 -2.782
O -6.039 1.768 1.471
S 4.046 -1.330 -0.668
H -0.855 2.500 -6.582
S -1.965 -4.267 -3.478
Cl -2.316 4.350 2.390
C -0.823 1.605 -5.975
H -0.673 -1.575 -3.813
H -5.765 0.844 1.307
C -0.237 -3.439 3.364
H -0.911 2.581 4.202
H -0.100 5.422 -0.526
H 1.683 1.240 -2.462
C 1.216 2.852 4.149
H -3.000 -1.062 -3.239
O -4.961 -0.689 0.846
H -3.861 -1.752 -1.836
Zr -0.887 -1.213 0.182
C -0.677 -4.791 -2.489
C 3.743 -0.474 5.016
H -1.022 2.687 -4.146
H 3.326 3.024 3.811
C -0.924 1.707 -4.598
N -0.278 -3.397 0.858
C 4.538 -1.378 -2.415
C 1.051 2.131 1.469
H -2.913 2.216 -2.738
C -3.346 -1.981 -2.768
H -3.551 0.706 -2.072
C 2.347 -1.289 -0.996
C -0.085 2.206 2.251
C -0.634 -0.781 -5.790
H -0.612 -0.444 3.596
H -1.610 3.551 -0.940
H -4.053 -2.450 -3.450
C -3.780 -0.482 0.780
C 0.172 -3.880 2.002
C 3.485 -2.140 -3.190
*
```

Mulliken charges in e:
1. C -0.11
2. C 0.36
3. H 0.43
4. H 0.48
5. C -0.71
6. H 0.30
7. H 0.16
8. C -1.04
9. S -0.16
10. S 0.16
11. C -0.41
12. H 0.48
13. C 0.93
14. C -0.05
15. H 0.53
16. C -0.80
17. N -0.59
18. H 0.64
19. C -0.44
20. C -0.13
21. C -0.32
22. H 0.11
23. C 0.34
24. P 2.65
25. N 1.60
26. H 0.51
27. H 0.52
28. C 0.28
29. C -0.46
30. C -0.75
31. C -1.35
32. H 0.51
33. H 0.56
34. C -0.78
35. C 0.59
36. O 1.65
37. C -1.07
38. C -0.62
39. N 0.76
40. C 0.04
41. O -0.53
42. O -1.00
43. H -0.20
44. H 0.47
45. H 0.50
46. N 0.26
47. C 0.71
48. H 0.46
49. C -0.69
50. H 0.49
51. O -0.72
52. C -0.96
53. C -1.77
54. N 0.94
55. C 0.61
56. C 0.55
57. H 0.58
58. H 0.44
59. H 0.30
60. H 0.30
61. O -0.53
62. S 0.03
63. H 0.46
64. S -0.09
65. Cl -0.06
66. C -0.84
67. H 0.26
68. H 0.39
69. C -0.99
70. H 0.57
71. H 0.51
72. H 0.52
73. C -0.83
74. H 0.04
75. O -0.77
76. H 0.03
77. Zr -0.39
78. C -0.31
79. C -0.80
80. H 0.43
81. H 0.49
82. C -1.19
83. N 0.06
84. C -0.65
85. C 0.26
86. H 0.66
87. C -0.72
88. H 0.29
89. C -0.63
90. C -0.19
91. C -1.33
92. H -0.10
93. H 0.46
94. H 0.66
95. C 0.78
96. C 0.70
97. C -0.72


Entry 3:
ORCA calculation (wB97M-V/def2-TZVPD) on a molecular structure, C13H10AsCrO8S2Se2Te2 in a non-equilibrium geometry.

Results
Frontier orbital gap (alpha / beta) in eV: 4.9 / 4.9
Molecular weight in g/mol: 898.39
E_tot in Eh: -10518.871774
<S²>: 3.90
LUMO level (alpha / beta) in eV: 4.020 / 4.020

The geometry in ORCA input format:
```
! RIJCOSX wB97M-V def2-TZVPD def2/J DEFGRID3
* xyz -2 4
C -2.104 0.446 -4.250
C 1.630 -1.041 5.375
C 2.270 -0.280 3.198
C -0.179 0.494 -2.795
C 2.964 -1.077 5.740
H -3.580 0.980 -6.009
H -2.215 -0.043 -2.203
C 3.954 -0.696 4.833
Cr -0.475 0.453 0.801
As -0.619 -0.557 3.665
H 0.833 -1.319 6.052
Se -2.323 -0.558 0.472
O -3.130 0.915 -6.867
C -1.541 0.282 -3.002
Te -4.462 -1.285 -0.608
Se -2.034 1.509 -0.110
C -1.803 0.796 -6.733
C 0.097 0.846 -5.151
H 1.702 0.924 -3.727
H 3.232 -1.419 6.729
C 0.641 0.779 -3.888
Te -4.189 2.255 -1.107
O -1.093 0.749 -7.711
H -3.181 0.326 -4.297
C 1.278 -0.661 4.087
O -1.076 -1.990 2.690
O -1.003 0.743 2.718
S 1.807 0.078 1.537
C -1.281 0.706 -5.348
H 0.733 1.020 -6.010
O 2.970 0.016 0.718
S 0.621 0.392 -1.204
O -1.511 -0.690 4.987
H 4.333 0.005 2.819
O 0.781 -0.945 1.234
C 3.604 -0.288 3.560
H -1.740 -2.493 3.184
O 1.093 1.364 1.506
H 4.997 -0.735 5.113
*
```

Mulliken charges in e:
1. C -0.93
2. C -0.47
3. C 0.68
4. C 0.45
5. C -0.48
6. H 0.31
7. H 0.18
8. C -0.52
9. Cr 1.00
10. As 1.08
11. H 0.50
12. Se -0.12
13. O -0.51
14. C -0.47
15. Te -0.40
16. Se -0.61
17. C 0.67
18. C -0.69
19. H 0.44
20. H 0.37
21. C -0.80
22. Te -0.41
23. O -0.63
24. H 0.15
25. C -0.77
26. O -0.51
27. O -0.32
28. S 1.20
29. C 1.26
30. H 0.39
31. O -0.60
32. S -0.43
33. O -0.86
34. H 0.47
35. O -0.44
36. C -0.50
37. H 0.26
38. O -0.31
39. H 0.37